Density functional theory data (ωB97M-V with the def2-TZVPD basis set) for a structure of composition C15H11AuCl2N2S in a non-equilibrium geometry.

Positions of all 32 atoms, in Å:
Au1 0.20 -0.18 -0.05
S1 1.64 4.16 2.00
C1 0.58 3.07 1.15
N1 0.93 1.84 1.12
C2 2.12 1.63 1.78
C3 2.78 0.42 1.92
C4 3.98 0.39 2.61
C5 4.52 1.55 3.15
C6 3.88 2.76 3.03
C7 2.68 2.80 2.34
H1 -0.32 3.45 0.69
H2 2.35 -0.48 1.49
H3 4.49 -0.55 2.73
H4 5.47 1.50 3.68
H5 4.30 3.67 3.45
N2 4.65 -6.06 0.54
C8 3.90 -5.21 0.38
C9 3.00 -4.14 0.20
C10 1.82 -4.07 0.95
C11 0.97 -2.99 0.79
C12 1.24 -1.95 -0.10
C13 2.43 -2.05 -0.84
C14 3.30 -3.12 -0.70
H6 1.60 -4.85 1.66
H7 0.07 -2.96 1.39
H8 2.69 -1.27 -1.53
H9 4.21 -3.16 -1.27
Cl1 -4.45 1.87 -2.59
C15 -4.21 0.23 -2.00
Cl2 -2.66 0.09 -1.12
H10 -4.17 -0.45 -2.86
H11 -5.02 -0.02 -1.32

* relative energy (zero: lowest compared OMol25 entry of this formula, charge and spin): 0.000 eV

=====

Density functional theory data (ωB97M-V with the def2-TZVPD basis set) for the molecule C7H11BrN2 in a non-equilibrium geometry.

Positions of all 21 atoms, in Å:
C1 -1.62 0.60 -2.08
C2 -1.42 0.44 -0.56
Br1 -2.47 -1.27 0.24
C3 -2.04 1.59 0.14
N1 -2.26 2.56 0.72
N2 0.01 0.25 -0.09
C4 0.63 -0.97 -0.55
C5 1.85 -1.20 0.38
C6 1.69 -0.11 1.50
C7 0.37 0.52 1.29
H1 -1.78 -0.33 -2.46
H2 -0.69 0.99 -2.49
H3 -2.51 1.29 -2.16
H4 0.97 -0.82 -1.55
H5 -0.01 -1.89 -0.43
H6 2.81 -1.22 -0.18
H7 1.96 -2.20 0.74
H8 1.83 -0.49 2.57
H9 2.51 0.63 1.43
H10 -0.26 0.03 2.07
H11 0.42 1.59 1.49

* relative energy (zero: lowest compared OMol25 entry of this formula, charge and spin): 0.357 eV

=====

Density functional theory data (ωB97M-V with the def2-TZVPD basis set) for a structure of composition C48H48InN4O4P.

Positions of all 106 atoms, in Å:
In1 -0.87 -0.20 0.09
C1 5.78 -1.46 -1.00
O1 5.91 -0.41 -1.94
C2 5.61 0.84 -1.52
C3 5.88 1.88 -2.41
C4 5.59 3.18 -2.05
C5 4.97 3.47 -0.84
C6 4.75 2.44 0.06
C7 5.07 1.13 -0.27
N1 4.70 4.85 -0.53
N2 3.63 5.18 0.02
C8 2.56 4.25 0.21
C9 1.82 4.42 1.36
C10 0.79 3.56 1.74
C11 0.45 2.46 0.96
O2 -0.48 1.62 1.26
C12 1.19 2.29 -0.25
N3 0.85 1.21 -0.99
C13 1.37 1.05 -2.19
C14 2.21 2.01 -2.77
C15 2.58 3.10 -2.03
C16 2.15 3.22 -0.69
H1 6.17 -2.35 -1.48
H2 4.74 -1.62 -0.73
H3 6.36 -1.26 -0.10
H4 6.32 1.64 -3.36
H5 5.80 4.00 -2.74
H6 4.32 2.66 1.03
H7 4.89 0.34 0.45
H8 2.11 5.25 2.01
H9 0.23 3.73 2.66
H10 1.10 0.15 -2.73
H11 2.55 1.89 -3.79
H12 3.18 3.88 -2.47
O3 -3.76 -2.80 -1.03
C17 -2.62 -2.44 -1.24
O4 -1.67 -2.23 -0.37
C18 -2.18 -2.18 -2.68
P1 -1.34 -0.57 -2.71
C19 -0.60 -0.53 -4.39
C20 -1.20 0.13 -5.46
C21 -0.58 0.13 -6.70
C22 0.62 -0.53 -6.89
C23 1.21 -1.21 -5.83
C24 0.60 -1.21 -4.59
C25 -2.66 0.67 -2.79
C26 -4.01 0.36 -2.70
C27 -4.96 1.38 -2.70
C28 -4.57 2.70 -2.78
C29 -3.21 3.03 -2.85
C30 -2.27 2.02 -2.85
H13 -3.01 -2.22 -3.38
H14 -1.43 -2.92 -2.96
H15 -2.14 0.65 -5.32
H16 -1.05 0.65 -7.53
H17 1.10 -0.52 -7.86
H18 2.15 -1.74 -5.98
H19 1.06 -1.76 -3.76
H20 -4.34 -0.68 -2.60
H21 -6.01 1.13 -2.64
H22 -5.31 3.49 -2.78
H23 -2.90 4.06 -2.90
H24 -1.21 2.27 -2.91
C31 -5.14 -1.79 5.10
C32 -4.64 -1.28 3.78
C33 -5.51 -0.73 2.85
C34 -5.03 -0.26 1.63
C35 -5.97 0.27 0.59
C36 -3.67 -0.35 1.38
C37 -2.73 -0.86 2.29
C38 -3.28 -1.35 3.50
N4 -1.38 -0.75 2.03
C39 -0.30 -1.45 2.72
C40 0.97 -1.28 1.86
C41 2.20 -1.91 2.52
C42 2.46 -1.23 3.87
C43 1.22 -1.41 4.76
C44 0.93 -2.90 4.97
C45 0.71 -3.59 3.62
C46 1.96 -3.41 2.74
C47 -0.51 -2.97 2.91
C48 0.01 -0.75 4.07
H25 -6.23 -1.72 5.17
H26 -4.71 -1.23 5.93
H27 -4.86 -2.84 5.24
H28 -6.58 -0.69 3.06
H29 -6.94 0.50 1.02
H30 -6.10 -0.47 -0.21
H31 -5.57 1.18 0.13
H32 -3.33 -0.05 0.37
H33 -2.63 -1.73 4.28
H34 1.14 -0.21 1.70
H35 0.79 -1.78 0.88
H36 3.07 -1.77 1.87
H37 2.66 -0.17 3.72
H38 3.33 -1.68 4.35
H39 1.38 -0.92 5.72
H40 0.04 -3.02 5.60
H41 1.77 -3.37 5.49
H42 0.52 -4.65 3.78
H43 1.81 -3.91 1.78
H44 2.83 -3.86 3.22
H45 -1.42 -3.18 3.47
H46 -0.64 -3.41 1.91
H47 0.21 0.30 3.85
H48 -0.86 -0.79 4.72

* relative energy (zero: lowest compared OMol25 entry of this formula, charge and spin): 2.127 eV

=====

Density functional theory data (ωB97M-V with the def2-TZVPD basis set) for a structure of composition C24H24BrCsN6O6 in a non-equilibrium geometry.

Positions of all 62 atoms, in Å:
Cs1 0.10 -0.66 -0.23
N1 0.69 -0.15 2.66
C1 1.76 -1.15 2.84
C2 1.38 -2.40 2.03
O1 0.43 -3.09 2.50
N2 2.08 -2.54 0.93
C3 1.74 -3.66 0.05
C4 1.12 -3.13 -1.26
O2 1.88 -2.86 -2.21
O3 -0.14 -2.92 -1.25
H1 0.85 0.69 3.21
H2 -0.18 -0.55 2.98
H3 1.90 -1.44 3.88
H4 2.69 -0.74 2.45
H5 1.03 -4.36 0.52
H6 2.66 -4.19 -0.22
Br1 -9.09 1.56 -2.67
C5 -8.11 2.95 -1.82
C6 -7.43 2.70 -0.64
C7 -6.70 3.71 -0.04
C8 -6.65 5.00 -0.58
C9 -7.37 5.22 -1.77
C10 -8.08 4.21 -2.39
N3 -6.10 6.12 0.03
N4 -5.09 6.08 0.84
C11 -4.05 5.23 0.84
C12 -3.38 5.19 2.10
C13 -2.41 4.29 2.42
C14 -1.96 3.30 1.47
O4 -1.15 2.42 1.75
C15 -2.49 3.46 0.07
N5 -1.89 2.70 -0.86
C16 -2.19 2.90 -2.13
C17 -3.07 3.89 -2.54
C18 -3.72 4.65 -1.60
C19 -3.47 4.43 -0.23
H7 -7.45 1.71 -0.20
H8 -6.16 3.49 0.87
H9 -7.36 6.22 -2.19
H10 -8.62 4.40 -3.32
H11 -3.73 5.90 2.84
H12 -1.96 4.27 3.40
H13 -1.67 2.27 -2.84
H14 -3.25 4.06 -3.60
H15 -4.39 5.44 -1.90
O5 -0.49 -0.03 -6.10
C20 -0.99 0.09 -4.86
O6 -0.49 0.78 -4.02
C21 -2.25 -0.74 -4.63
N6 -2.71 -1.36 -5.89
C22 -2.77 -2.82 -5.72
C23 -1.76 -3.09 -4.62
C24 -1.97 -1.92 -3.67
H16 -2.99 -0.06 -4.20
H17 -1.14 -0.61 -6.56
H18 -3.58 -0.97 -6.21
H19 -2.54 -3.32 -6.66
H20 -3.77 -3.14 -5.39
H21 -0.74 -3.08 -5.02
H22 -1.91 -4.05 -4.13
H23 -1.12 -1.77 -3.02
H24 -2.84 -2.10 -3.05

* relative energy (zero: lowest compared OMol25 entry of this formula, charge and spin): 1.099 eV
* net charge: -2

=====

Density functional theory data (ωB97M-V with the def2-TZVPD basis set) for a cluster of 2 separate species, CHFI2 in total in a non-equilibrium geometry.

Positions of all 5 atoms, in Å:
C1 0.52 -0.17 0.09
F1 0.56 -0.28 1.37
I1 -3.05 0.10 -0.66
I2 1.31 1.57 -0.58
H1 0.67 -1.22 -0.23

* relative energy (zero: lowest compared OMol25 entry of this formula, charge and spin): 2.390 eV

=====

Density functional theory data (ωB97M-V with the def2-TZVPD basis set) for the molecule CHF2NO2 in a non-equilibrium geometry.

Positions of all 7 atoms, in Å:
O1 1.76 0.71 -1.34
C1 1.07 0.23 -0.50
O2 -0.30 0.29 -0.56
N1 -0.82 -0.22 0.60
F1 -1.35 -1.54 0.26
F2 -1.81 0.56 0.92
H1 1.46 -0.04 0.62

* relative energy (zero: lowest compared OMol25 entry of this formula, charge and spin): 2.723 eV

=====

Density functional theory data (ωB97M-V with the def2-TZVPD basis set) for a structure of composition H27O13 in a non-equilibrium geometry.

Positions of all 40 atoms, in Å:
O1 -1.84 -1.08 -2.82
H1 -1.72 0.05 -0.62
H2 2.89 -1.67 2.86
O2 -3.48 1.01 0.19
H3 -0.22 -0.29 -0.74
H4 2.65 -3.47 -0.24
O3 -4.22 -0.44 -2.03
H5 3.86 -1.20 -1.17
O4 1.80 -3.39 0.22
H6 1.31 -3.61 -2.55
H7 1.37 -2.72 -0.36
O5 1.91 -3.04 -3.04
H8 -1.00 -1.38 -2.45
H9 -3.05 1.72 0.65
O6 -2.19 2.71 -1.73
H10 -2.95 3.25 -1.47
H11 -1.61 3.09 -1.05
O7 -1.18 2.42 2.59
H12 -1.96 1.93 2.30
H13 -1.35 3.01 3.33
O8 3.33 -0.60 -0.62
H14 2.99 -1.19 0.07
H15 1.38 -2.33 -3.42
O9 -0.34 0.00 2.49
H16 0.46 0.78 2.03
H17 -0.03 -0.92 2.56
O10 3.47 1.83 0.28
H18 3.06 2.50 -0.28
H19 3.30 1.01 -0.25
O11 -0.91 -0.06 -0.09
H20 1.65 -1.30 3.65
H21 -1.62 -0.29 -3.33
O12 1.27 1.59 1.59
H22 -0.71 -0.15 1.55
H23 0.98 2.26 2.23
O13 2.26 -0.95 2.99
H24 -4.16 -1.39 -2.19
H25 -4.27 1.23 -0.32
H26 2.27 1.67 1.55
H27 -3.52 -0.41 -1.37

* expectation value of S²: 0.751
* relative energy (zero: lowest compared OMol25 entry of this formula, charge and spin): 2.072 eV
* 2S+1: 2

=====

Density functional theory data (ωB97M-V with the def2-TZVPD basis set) for a structure of composition C21H22BrN6O8P2RuS in a non-equilibrium geometry.

Positions of all 62 atoms, in Å:
Ru1 -0.54 -0.64 -1.32
N1 -1.04 -1.20 3.04
C1 -0.56 -2.36 2.17
C2 -0.37 -3.61 3.02
P1 1.05 -1.68 1.48
O1 2.06 -2.91 1.48
O2 1.42 -0.62 2.46
O3 0.88 -1.28 0.03
P2 -1.82 -2.57 0.86
O4 -3.13 -2.70 1.79
O5 -1.61 -3.75 0.02
O6 -1.87 -1.15 0.27
H1 -0.17 -0.63 3.21
H2 -1.46 -1.53 3.91
H3 -1.71 -0.63 2.53
H4 0.38 -3.46 3.80
H5 -0.05 -4.43 2.39
H6 -1.32 -3.89 3.49
H7 2.69 -2.87 2.21
H8 -3.73 -3.38 1.46
S1 1.09 -0.27 -2.77
C3 1.80 0.99 -1.83
N2 3.03 1.34 -2.22
N3 3.79 2.18 -1.62
C4 3.81 2.74 -0.31
C5 3.38 2.03 0.82
C6 3.47 2.64 2.05
C7 3.98 3.93 2.18
C8 4.44 4.60 1.06
C9 4.36 4.00 -0.19
N4 1.08 1.68 -0.91
N5 -0.09 1.25 -0.68
C10 -1.00 2.26 -0.24
C11 -2.26 1.87 0.20
C12 -3.17 2.84 0.60
C13 -2.82 4.18 0.58
C14 -1.55 4.56 0.14
C15 -0.65 3.61 -0.28
H9 4.53 2.49 -2.23
H10 3.04 1.01 0.74
H11 3.14 2.10 2.93
H12 4.04 4.40 3.15
H13 4.87 5.59 1.15
H14 4.72 4.52 -1.07
H15 -2.53 0.83 0.21
H16 -4.16 2.54 0.91
H17 -3.53 4.93 0.89
H18 -1.28 5.61 0.11
H19 0.33 3.90 -0.64
Br1 1.25 -3.79 -1.89
C16 -0.46 -3.53 -2.60
C17 -1.02 -4.57 -3.33
C18 -2.29 -4.40 -3.87
C19 -2.94 -3.19 -3.69
C20 -2.30 -2.21 -2.97
N6 -1.08 -2.37 -2.41
C21 -2.90 -0.83 -2.82
O7 -4.02 -0.59 -3.18
O8 -2.07 0.05 -2.30
H20 -0.47 -5.48 -3.46
H21 -2.75 -5.20 -4.43
H22 -3.92 -2.98 -4.09

* relative energy (zero: lowest compared OMol25 entry of this formula, charge and spin): 0.000 eV
* net charge: +1

=====

Density functional theory data (ωB97M-V with the def2-TZVPD basis set) for a cluster of 16 separate species, C2H35FN2O18S in total.

Positions of all 59 atoms, in Å:
N1 -3.01 1.49 3.28
C1 -2.69 0.58 2.46
C2 -1.74 0.90 1.34
N2 -0.87 -0.26 1.00
O1 0.33 0.19 0.42
S1 -1.62 -1.19 -0.17
O2 -1.27 -0.79 -1.49
O3 -2.97 -1.44 0.18
F1 -0.84 -2.54 0.08
H1 -3.66 1.12 3.98
H2 -3.07 -0.43 2.55
H3 -2.26 1.32 0.47
H4 -1.08 1.68 1.72
H5 0.08 0.95 -0.13
O4 -5.40 1.94 4.99
H6 -5.90 2.50 4.40
H7 -5.99 1.79 5.73
O5 2.10 0.73 -2.40
H8 2.48 -0.10 -2.74
H9 1.47 0.42 -1.74
O6 1.90 -4.12 -0.47
H10 1.54 -5.01 -0.47
H11 1.13 -3.59 -0.21
O7 3.86 -6.15 -1.89
H12 3.70 -5.98 -2.83
H13 3.16 -5.67 -1.46
O8 3.99 -0.89 -3.95
H14 4.62 -1.56 -3.66
H15 4.52 -0.20 -4.36
O9 5.19 -6.55 0.74
H16 5.23 -5.61 0.96
H17 4.65 -6.58 -0.06
O10 5.34 1.96 -3.71
H18 4.84 2.54 -4.29
H19 4.78 1.85 -2.93
O11 2.80 -3.87 -3.47
H20 2.30 -3.33 -4.08
H21 2.24 -3.91 -2.69
O12 3.16 3.90 -2.55
H22 2.82 3.00 -2.59
H23 2.42 4.45 -2.27
O13 -0.15 -4.78 -2.39
H24 -0.93 -4.42 -1.94
H25 -0.51 -5.39 -3.04
O14 -6.63 4.50 5.47
H26 -6.54 4.83 4.57
H27 -6.47 5.28 6.01
O15 0.82 2.14 2.61
H28 1.52 1.54 2.89
H29 1.27 2.92 2.29
O16 -0.07 2.77 -1.42
H30 0.45 3.51 -1.75
H31 0.17 2.05 -2.02
O17 -4.07 2.71 0.14
H32 -4.19 2.96 -0.79
H33 -4.85 3.06 0.58
O18 -2.34 4.42 3.64
H34 -2.60 3.49 3.54
H35 -3.14 4.87 3.93

* total energy: -2058.9862 Eh

=====

Density functional theory data (ωB97M-V with the def2-TZVPD basis set) for a structure of composition C29H41N6PRhS in a non-equilibrium geometry.

Positions of all 79 atoms, in Å:
Rh1 -0.43 1.18 0.38
C1 6.30 1.51 2.13
C2 5.91 1.15 0.68
C3 6.49 2.19 -0.29
C4 6.48 -0.23 0.34
C5 4.40 1.19 0.57
C6 3.69 2.36 0.85
C7 2.32 2.39 0.74
N1 1.61 1.31 0.37
C8 2.26 0.16 0.11
C9 3.64 0.08 0.20
C10 1.39 -0.97 -0.26
C11 1.85 -2.19 -0.69
C12 0.98 -3.21 -1.07
C13 -0.38 -2.92 -1.00
C14 -0.79 -1.68 -0.56
N2 0.05 -0.72 -0.17
C15 1.52 -4.55 -1.53
C16 0.40 -5.53 -1.89
C17 2.36 -5.15 -0.39
C18 2.41 -4.32 -2.76
H1 7.39 1.49 2.22
H2 5.89 0.80 2.84
H3 5.97 2.51 2.40
H4 7.58 2.17 -0.22
H5 6.16 3.20 -0.05
H6 6.22 1.96 -1.32
H7 7.56 -0.20 0.44
H8 6.25 -0.52 -0.68
H9 6.12 -1.00 1.03
H10 4.21 3.26 1.15
H11 1.77 3.29 0.95
H12 4.13 -0.86 0.00
H13 2.92 -2.35 -0.74
H14 -1.13 -3.64 -1.29
H15 -1.85 -1.44 -0.52
H16 -0.24 -5.74 -1.04
H17 0.84 -6.47 -2.21
H18 -0.21 -5.16 -2.72
H19 1.76 -5.32 0.51
H20 3.21 -4.52 -0.13
H21 2.76 -6.12 -0.71
H22 1.84 -3.87 -3.58
H23 2.80 -5.27 -3.11
H24 3.26 -3.67 -2.54
S1 -0.38 3.12 -0.85
C19 -1.94 3.46 -1.39
C20 -2.31 3.86 -2.67
C21 -3.66 3.62 -3.09
C22 -4.39 2.66 -2.45
C23 -3.69 2.01 -1.30
N3 -3.01 3.06 -0.54
H25 -1.58 4.26 -3.37
H26 -4.03 4.08 -3.99
H27 -5.36 2.34 -2.82
H28 -3.64 3.86 -0.44
C24 -5.02 0.51 3.15
N4 -4.72 1.90 2.56
C25 -5.60 2.10 1.31
N5 -5.45 1.03 0.38
C26 -5.73 -0.25 1.04
N6 -4.83 -0.48 2.16
C27 -3.42 -0.69 1.78
P1 -2.75 0.82 0.92
C28 -3.27 2.02 2.24
C29 -4.17 0.94 -0.32
H29 -6.06 0.53 3.49
H30 -4.36 0.38 4.01
H31 -4.97 2.61 3.25
H32 -5.33 3.07 0.89
H33 -6.63 2.14 1.67
H34 -5.64 -1.06 0.31
H35 -6.76 -0.24 1.41
H36 -3.36 -1.56 1.13
H37 -2.84 -0.91 2.68
H38 -3.06 3.04 1.93
H39 -2.70 1.80 3.15
H40 -4.20 -0.01 -0.86
H41 -2.86 1.45 -1.78

* relative energy (zero: lowest compared OMol25 entry of this formula, charge and spin): 3.121 eV
* net charge: +3